[1]
47
Properties=species:S:1:pos:R:3:forces:R:3 method="wB97M-V/def2-TZVPD" energy_ha=-2552.94949 multiplicity=3 s_squared=2.02 orbital_gap_ev="6.371 / 6.863" total_charge=+1
Mo -0.188 0.011 -0.101 0.577 -0.681 -1.361
C -1.696 -3.720 4.568 -0.018 0.029 -0.028
C -0.642 -3.929 3.493 -0.072 0.017 -0.050
N -1.090 -3.500 2.164 -0.087 -0.086 -0.018
C -1.038 -2.245 1.744 -0.034 0.063 0.093
S -1.633 -1.897 0.109 -0.282 -0.153 0.459
N -0.594 -1.304 2.561 0.161 0.032 -0.320
N -0.583 -0.106 1.897 -0.317 -0.358 0.850
C -0.738 1.002 2.544 -0.201 0.093 -0.006
C -0.776 1.047 4.024 -0.012 0.218 0.077
C -1.007 2.150 1.657 0.070 -0.220 0.165
C -1.202 3.443 2.083 -0.018 0.174 0.148
C -1.513 4.420 1.147 0.015 0.050 0.059
C -1.624 4.074 -0.188 -0.033 0.043 -0.045
C -1.407 2.761 -0.554 -0.028 -0.092 0.043
N -1.115 1.820 0.350 -0.335 0.587 -0.109
H -1.294 -4.007 5.540 -0.009 -0.007 -0.005
H -2.583 -4.324 4.374 0.006 0.014 0.001
H -1.992 -2.671 4.617 0.011 -0.031 0.007
H -0.377 -4.981 3.406 0.023 -0.008 0.006
H 0.264 -3.373 3.724 0.039 0.014 0.005
H -1.524 -4.171 1.550 0.085 0.000 0.026
H -1.181 0.112 4.403 -0.001 -0.013 -0.005
H -1.368 1.885 4.385 0.023 -0.018 0.008
H 0.242 1.145 4.413 -0.017 -0.006 0.000
H -1.106 3.684 3.132 0.007 0.041 -0.029
H -1.662 5.445 1.459 -0.005 -0.015 0.013
H -1.866 4.809 -0.942 -0.005 -0.013 -0.003
H -1.466 2.436 -1.585 0.020 -0.003 -0.016
O 1.198 -1.492 -0.837 -0.070 0.049 -0.160
S 1.007 -1.103 -2.255 0.076 0.090 0.014
O 0.811 -2.126 -3.208 -0.070 0.035 -0.063
O -0.189 -0.112 -2.123 0.046 -0.124 0.012
C 2.344 -0.061 -2.735 0.057 0.166 0.090
C 2.562 -0.015 -4.104 0.033 -0.064 0.107
C 3.506 0.856 -4.626 0.036 0.018 -0.081
C 4.216 1.689 -3.783 0.060 0.040 -0.059
C 4.001 1.653 -2.411 -0.035 -0.163 0.107
C 3.078 0.776 -1.864 -0.110 -0.054 -0.178
S 2.932 0.853 -0.080 -0.145 0.058 0.038
O 3.229 -0.394 0.536 0.036 -0.026 -0.042
O 3.606 2.032 0.351 -0.126 0.026 -0.102
O 1.370 1.137 0.038 0.636 0.258 0.334
H 1.994 -0.670 -4.751 0.013 0.017 -0.001
H 3.679 0.881 -5.694 -0.005 -0.001 0.019
H 4.947 2.375 -4.189 -0.003 -0.008 0.021
H 4.554 2.301 -1.745 0.006 0.011 -0.021


[2]
34
Properties=species:S:1:pos:R:3:forces:R:3 method="wB97M-V/def2-TZVPD" energy_ha=-674.55399 orbital_gap_ev=8.598
C -1.977 3.811 -0.860 1.141 0.554 2.245
C 1.523 2.642 -1.019 -0.040 -0.334 1.371
C 0.203 2.661 -0.519 0.866 1.778 -0.675
C -0.475 3.786 -1.046 0.868 -0.082 -2.329
C 0.454 4.394 -1.935 -1.124 1.227 0.879
C 1.800 0.655 0.391 1.243 -0.435 -0.090
C 2.304 1.561 -0.478 0.544 2.022 -2.252
C 0.517 0.879 0.907 2.428 -2.008 -0.671
C -0.294 1.803 0.446 -0.838 1.285 -0.886
N 1.736 3.804 -1.856 -1.647 -2.327 1.511
H 2.449 -0.269 0.566 -1.317 1.560 0.267
H 3.274 1.451 -0.890 1.031 -0.334 -0.175
H 0.195 0.057 1.387 -1.612 -2.322 2.451
H -1.322 1.857 0.733 -0.376 0.028 0.254
H 2.596 3.983 -2.384 -1.041 0.033 0.331
H 0.296 5.364 -2.488 0.354 -1.407 0.498
H -2.310 3.635 0.214 0.702 0.722 -1.136
H -2.517 3.085 -1.365 -0.383 -2.079 -1.305
H -2.417 4.664 -1.246 -0.783 2.239 -0.298
C -1.515 -4.260 2.442 1.133 -0.013 2.049
C -0.767 -2.780 -1.021 0.184 -0.497 3.234
C -1.455 -3.290 0.127 0.159 0.082 0.215
C 0.572 -2.557 -0.815 2.387 1.443 -1.974
C -0.752 -3.738 1.303 0.592 1.808 -3.571
C 1.280 -2.704 0.394 1.571 0.527 -2.659
C 0.662 -3.386 1.339 -2.559 -2.425 3.620
H -1.290 -2.409 -1.868 -0.228 -0.130 -0.710
H -2.571 -3.226 0.088 1.020 -0.600 0.266
H 1.232 -2.208 -1.655 -1.033 -0.014 0.627
H 2.377 -2.405 0.492 -1.774 -0.568 -0.311
H -2.182 -3.462 2.766 -0.007 -0.065 0.473
H -0.779 -4.531 3.237 -0.596 0.628 -0.128
H 1.245 -3.708 2.214 -0.452 0.232 -0.094
H -2.096 -5.158 2.401 -0.415 -0.530 -1.028


[3]
34
Properties=species:S:1:pos:R:3:forces:R:3 method="wB97M-V/def2-TZVPD" energy_ha=-674.58408 orbital_gap_ev=8.598
C 2.928 4.402 0.631 0.172 1.203 -1.379
C -0.653 2.841 -1.074 -1.975 -0.998 0.259
C 0.474 2.927 -1.884 -0.214 0.633 0.706
C -0.743 3.388 0.211 2.714 1.131 -0.764
C 1.638 3.413 -1.334 0.546 0.507 -0.754
C 0.449 4.031 0.633 -0.513 -0.731 0.378
C 1.658 3.885 -0.029 0.106 0.645 0.857
H -1.525 2.295 -1.461 0.251 0.459 0.008
H 0.402 2.796 -2.950 -0.019 -0.593 -0.106
H -1.569 3.492 0.889 -0.622 -0.430 -0.412
H 2.474 3.617 -2.012 0.023 -0.430 0.490
H 0.460 4.661 1.512 -0.121 -0.295 0.346
H 3.437 5.006 -0.147 0.197 -0.417 0.352
H 3.620 3.648 0.980 -0.026 -0.406 -0.062
H 2.797 5.122 1.442 -0.521 -0.293 0.090
C -2.339 -3.527 -1.920 -0.019 0.676 -0.971
C -0.758 -3.241 0.126 0.264 2.674 0.688
C -1.978 -3.042 -0.553 -1.196 -2.560 -0.806
C -0.943 -2.602 1.411 1.123 0.048 -0.354
C -2.890 -2.696 0.369 -0.531 2.577 1.016
C 1.564 -3.325 0.536 1.914 -0.380 0.036
C 1.474 -2.692 1.780 -1.364 -0.009 -0.568
C 0.534 -3.444 -0.364 -0.111 -0.995 0.846
C 0.203 -2.303 2.161 -1.119 1.292 -0.092
N -2.269 -2.109 1.520 0.515 -2.790 -2.250
H 2.553 -3.702 0.263 -0.173 0.334 -0.244
H 2.351 -2.366 2.322 -0.020 -0.238 0.078
H 0.761 -3.798 -1.363 -0.323 -0.004 0.044
H 0.012 -1.453 2.788 0.435 -0.071 1.227
H -1.865 -4.451 -2.252 -0.221 -0.269 0.484
H -2.029 -2.827 -2.714 0.089 0.161 0.398
H -3.964 -2.671 0.269 -0.033 0.241 -0.061
H -2.837 -1.719 2.251 0.640 -0.285 0.442
H -3.427 -3.556 -2.037 0.133 -0.386 0.084


[4]
41
Properties=species:S:1:pos:R:3:forces:R:3 method="wB97M-V/def2-TZVPD" energy_ha=-2129.17192 orbital_gap_ev=8.124
C 5.499 -0.943 -3.904 0.007 0.200 0.398
C 5.770 0.152 -2.878 0.232 0.055 -0.650
O 5.382 -0.227 -1.568 -0.190 0.096 0.286
C 4.088 -0.449 -1.229 -0.171 -0.145 0.165
C 3.928 -1.221 -0.077 0.106 0.159 -0.239
C 2.687 -1.522 0.437 -0.336 0.126 -0.196
C 1.547 -1.061 -0.214 0.929 0.209 -0.346
C 1.689 -0.279 -1.363 -0.001 -0.104 0.159
C 2.932 0.050 -1.872 0.158 0.022 -0.066
O 3.094 0.850 -2.972 0.303 -0.232 0.348
C 1.947 1.346 -3.621 -0.191 0.102 -0.113
H 2.322 1.944 -4.451 -0.086 -0.030 0.042
H 1.352 1.980 -2.957 0.005 -0.038 -0.020
H 1.322 0.537 -4.010 0.010 0.025 0.030
H 0.785 0.075 -1.829 -0.067 0.073 -0.098
C 0.220 -1.355 0.259 -0.568 -0.506 0.944
N -0.865 -1.067 -0.377 0.301 0.261 -0.636
C -1.982 -1.435 0.292 -0.082 -0.564 0.818
C -1.755 -2.029 1.499 0.187 -0.041 -0.349
S -0.070 -2.149 1.808 -0.195 0.363 -0.593
H -2.469 -2.402 2.204 -0.210 -0.065 0.131
C -3.315 -1.157 -0.302 -0.045 0.655 0.017
H -4.122 -1.426 0.379 -0.011 -0.127 -0.095
H -3.435 -1.680 -1.251 -0.084 -0.009 0.036
S -3.490 0.613 -0.768 -0.150 -0.397 -0.462
C -3.292 1.397 0.756 -0.117 -0.693 0.961
N -3.043 2.656 0.855 -0.007 -0.350 -1.667
N -2.978 3.095 2.100 0.178 1.042 1.354
C -3.169 2.205 3.001 -0.296 -0.999 -0.149
C -3.136 2.445 4.458 0.012 -0.003 0.231
H -4.098 2.195 4.905 -0.009 0.034 0.084
H -2.915 3.494 4.637 0.009 0.028 0.021
H -2.372 1.827 4.927 0.025 0.028 0.087
S -3.478 0.603 2.327 0.166 1.156 -0.404
H 2.599 -2.123 1.330 0.064 -0.081 0.090
H 4.826 -1.576 0.403 0.116 -0.034 0.027
H 6.847 0.321 -2.786 -0.154 0.009 -0.034
H 5.287 1.086 -3.177 0.162 -0.132 0.100
H 5.916 -0.653 -4.864 0.034 0.019 -0.135
H 5.958 -1.876 -3.585 0.060 -0.086 -0.017
H 4.430 -1.100 -4.020 -0.094 -0.027 -0.061


[5]
37
Properties=species:S:1:pos:R:3:forces:R:3 method="wB97M-V/def2-TZVPD" energy_ha=-1182.29493 orbital_gap_ev=7.888
S 1.283 -0.327 -2.849 0.655 0.071 -0.055
N -1.209 -0.198 -2.003 0.016 -0.117 1.113
C -0.071 0.459 -2.294 0.185 1.274 -0.632
C -0.008 4.924 -3.696 0.537 0.096 2.313
C -2.196 -3.482 -1.038 1.537 1.570 0.630
C -0.994 -3.878 -0.270 -0.405 1.303 -0.310
C -2.258 -2.182 -1.512 0.279 -2.494 1.251
C -0.082 -2.931 0.143 -1.571 0.044 -1.430
C 0.459 4.130 -2.686 -1.338 0.723 -2.214
C -1.163 -1.268 -1.272 -0.353 0.053 0.102
C -2.083 1.796 3.015 0.337 0.747 0.023
C -0.910 2.355 2.508 -0.173 -0.408 0.097
C -2.501 0.536 2.657 0.319 -0.053 0.027
C -0.113 1.557 1.682 -0.160 1.135 0.667
C -1.689 -0.216 1.820 -0.247 -0.702 -0.360
C -0.467 0.270 1.345 -0.392 -0.274 0.141
N -0.193 1.814 -2.278 0.276 0.265 -0.085
N -0.202 -1.572 -0.276 -0.422 -2.738 0.543
C 0.756 2.697 -2.954 0.120 -0.322 -0.567
C 0.503 -0.593 0.553 -0.366 1.015 -0.608
H -0.292 5.954 -3.428 0.224 -0.436 -0.387
H -0.114 4.640 -4.744 0.056 -0.253 0.430
H -3.005 -4.195 -1.153 0.149 0.078 -0.276
H -0.847 -4.919 -0.031 0.052 -0.013 0.216
H -3.092 -1.841 -2.115 0.242 0.156 0.084
H 0.774 -3.226 0.751 -0.224 0.515 -0.158
H 0.558 4.465 -1.656 -0.107 0.223 -0.204
H -2.708 2.317 3.707 -0.172 0.601 0.274
H -0.595 3.379 2.767 -0.216 -0.652 -0.128
H -3.436 0.203 3.108 0.267 -0.366 -0.455
H 0.801 2.015 1.363 0.520 -0.139 -0.454
H -2.033 -1.201 1.505 0.175 0.078 0.118
H -1.121 2.208 -2.143 0.216 -0.407 0.048
H 1.764 2.494 -2.622 0.275 -0.434 0.192
H 0.741 2.498 -4.046 0.014 0.090 0.507
H 1.096 0.021 -0.120 0.146 0.273 0.068
H 1.220 -1.032 1.265 -0.453 -0.506 -0.520


[6]
44
Properties=species:S:1:pos:R:3:forces:R:3 method="wB97M-V/def2-TZVPD" energy_ha=-2411.45009 orbital_gap_ev=5.381 total_charge=+2
Sn -0.102 0.206 -0.205 0.416 -0.112 0.032
C 0.286 1.835 5.522 -0.216 0.049 -0.254
S 1.342 2.292 4.123 0.154 -0.114 -0.137
C 0.364 1.775 2.752 -0.077 0.332 0.016
S -0.206 0.162 2.625 -0.264 -0.600 -1.473
N 0.186 2.685 1.857 0.802 1.586 0.992
N -0.462 2.464 0.753 -0.359 -1.829 -1.739
C -1.340 3.241 0.242 0.555 0.077 0.695
C -2.167 2.773 -0.853 -0.478 -0.129 -0.610
C -2.912 3.650 -1.638 0.327 -0.279 0.258
C -3.810 3.125 -2.554 0.014 -0.293 -0.016
C -3.956 1.748 -2.633 0.030 0.168 0.147
C -3.155 0.944 -1.833 -0.120 -0.217 -0.190
N -2.269 1.438 -0.982 0.363 -0.208 0.395
H 0.889 1.955 6.417 0.088 -0.044 0.000
H -0.057 0.811 5.436 0.018 -0.086 0.145
H -0.549 2.531 5.551 -0.038 -0.080 0.106
H -1.560 4.199 0.706 0.105 -0.006 0.037
H -2.771 4.715 -1.536 -0.055 0.132 0.080
H -4.398 3.777 -3.181 -0.065 0.078 -0.045
H -4.692 1.301 -3.281 -0.021 -0.057 -0.088
H -3.232 -0.137 -1.860 -0.049 0.021 -0.122
C 1.407 -4.152 -1.393 -0.023 -0.068 -0.245
C 1.192 -2.807 -0.797 -0.509 0.056 -0.511
N 0.365 -1.963 -1.300 0.153 1.944 1.736
N -0.316 -2.076 -2.401 -1.057 -1.442 -1.411
C -0.486 -1.060 -3.204 0.558 -0.163 1.130
N -1.192 -1.218 -4.312 -0.348 0.099 -0.535
S 0.156 0.519 -2.852 0.190 0.529 1.179
C 2.010 -2.327 0.325 0.375 0.144 0.589
C 2.816 -3.183 1.071 -0.286 0.206 -0.204
C 3.732 -2.646 1.964 -0.024 0.303 0.001
C 3.820 -1.268 2.089 -0.067 -0.183 -0.139
C 2.936 -0.485 1.361 0.158 0.215 0.208
N 2.052 -0.995 0.515 -0.458 0.295 -0.301
H 1.176 -4.134 -2.456 0.008 0.008 0.026
H 2.422 -4.505 -1.249 0.040 0.011 -0.002
H 0.720 -4.861 -0.927 -0.025 -0.059 0.072
H -1.555 -2.123 -4.572 0.115 -0.041 0.078
H -1.292 -0.454 -4.960 -0.004 -0.037 -0.016
H 2.725 -4.249 0.955 0.047 -0.132 -0.077
H 4.380 -3.292 2.535 0.030 -0.065 0.056
H 4.556 -0.808 2.729 -0.012 0.061 0.065
H 2.950 0.597 1.451 0.008 -0.071 0.072


What did the third record say?
34
Properties=species:S:1:pos:R:3:forces:R:3 method="wB97M-V/def2-TZVPD" energy_ha=-674.58408 orbital_gap_ev=8.598
C 2.928 4.402 0.631 0.172 1.203 -1.379
C -0.653 2.841 -1.074 -1.975 -0.998 0.259
C 0.474 2.927 -1.884 -0.214 0.633 0.706
C -0.743 3.388 0.211 2.714 1.131 -0.764
C 1.638 3.413 -1.334 0.546 0.507 -0.754
C 0.449 4.031 0.633 -0.513 -0.731 0.378
C 1.658 3.885 -0.029 0.106 0.645 0.857
H -1.525 2.295 -1.461 0.251 0.459 0.008
H 0.402 2.796 -2.950 -0.019 -0.593 -0.106
H -1.569 3.492 0.889 -0.622 -0.430 -0.412
H 2.474 3.617 -2.012 0.023 -0.430 0.490
H 0.460 4.661 1.512 -0.121 -0.295 0.346
H 3.437 5.006 -0.147 0.197 -0.417 0.352
H 3.620 3.648 0.980 -0.026 -0.406 -0.062
H 2.797 5.122 1.442 -0.521 -0.293 0.090
C -2.339 -3.527 -1.920 -0.019 0.676 -0.971
C -0.758 -3.241 0.126 0.264 2.674 0.688
C -1.978 -3.042 -0.553 -1.196 -2.560 -0.806
C -0.943 -2.602 1.411 1.123 0.048 -0.354
C -2.890 -2.696 0.369 -0.531 2.577 1.016
C 1.564 -3.325 0.536 1.914 -0.380 0.036
C 1.474 -2.692 1.780 -1.364 -0.009 -0.568
C 0.534 -3.444 -0.364 -0.111 -0.995 0.846
C 0.203 -2.303 2.161 -1.119 1.292 -0.092
N -2.269 -2.109 1.520 0.515 -2.790 -2.250
H 2.553 -3.702 0.263 -0.173 0.334 -0.244
H 2.351 -2.366 2.322 -0.020 -0.238 0.078
H 0.761 -3.798 -1.363 -0.323 -0.004 0.044
H 0.012 -1.453 2.788 0.435 -0.071 1.227
H -1.865 -4.451 -2.252 -0.221 -0.269 0.484
H -2.029 -2.827 -2.714 0.089 0.161 0.398
H -3.964 -2.671 0.269 -0.033 0.241 -0.061
H -2.837 -1.719 2.251 0.640 -0.285 0.442
H -3.427 -3.556 -2.037 0.133 -0.386 0.084